(1)
The following is a DFT calculation (ωB97M-V/def2-TZVPD) of C29H25F12IrN2O2 as an isolated structure.

ORCA input file:
```
! RIJCOSX wB97M-V def2-TZVPD def2/J DEFGRID3
* xyz 0 5
Ir -0.51993 0.67163 0.16373
F 0.95984 1.82449 2.92782
F -2.45814 -1.76146 -4.37762
F 4.40989 -0.39343 2.28286
F 3.51632 -1.39533 0.55996
F 4.20085 0.66082 0.39704
F -3.76617 -2.25362 -2.04535
F 2.68956 2.58285 1.85192
F -0.31375 -1.39697 -4.16085
F 2.96621 1.39802 3.63976
F -3.35403 -0.76472 -0.52599
F -1.69667 0.26399 -4.20881
F -3.86679 -0.14196 -2.53577
O 1.59543 0.68607 0.41280
O -1.10426 0.16214 -1.78475
N -2.68787 -0.73095 3.47663
N -0.09433 -1.38450 0.44672
C -0.47385 -4.67148 -2.12798
C 2.22072 1.52620 2.51697
C -2.93612 2.60048 3.38033
C 0.65620 -3.53817 -0.34268
C 1.86200 -1.24148 3.60650
C -2.20124 1.62966 2.69575
C -3.43547 3.70549 2.70957
C 1.77359 -2.56750 5.74412
C -3.18993 3.83663 1.34645
C -1.89047 1.76482 1.34199
C -1.52896 -0.97893 -3.75772
C 0.43379 -1.66534 1.72099
C -0.98166 -2.31711 -1.65803
C 0.49496 -4.65447 -1.12430
C 2.15519 0.26663 1.57050
C -3.23936 -1.07118 2.12980
C -0.72258 -5.90370 -2.95559
C 0.25308 -2.98922 3.76213
C -1.67897 0.41670 3.40875
C -0.14824 -2.37426 -0.50311
C -1.15554 -3.48588 -2.38579
C 1.44880 -0.89722 2.31948
C -0.14922 -2.70011 2.47140
C -2.42603 2.88551 0.68086
C -1.64580 -1.01558 -2.18163
C 3.60007 -0.21123 1.20811
C 1.28467 -2.26602 4.34970
C -3.79663 -0.48098 4.43149
C -3.17943 -1.05223 -1.83790
H 2.66940 -0.68961 4.06483
H -3.10344 2.50437 4.45103
H -2.15619 -1.53387 3.81071
H 2.86000 -2.66947 5.75917
H 1.12322 -5.52500 -0.95847
H -4.36362 0.37511 4.08389
H 1.51301 -1.76229 6.43388
H -1.83081 -3.48381 -3.23014
H -0.11352 -5.89412 -3.86397
H -1.37542 0.62644 4.43483
H -3.56974 4.69719 0.80465
H -4.44239 -1.35606 4.46839
H -4.00273 4.46037 3.24193
H -1.76762 -5.96676 -3.25975
H 1.33891 -3.49299 6.12309
H -0.83074 0.02320 2.85512
H -0.93513 -3.28464 2.00408
H -3.86679 -1.95669 2.20721
H -3.81978 -0.22574 1.77588
H 1.42530 -3.52435 0.41912
H -0.21631 -3.80546 4.30474
H -2.23695 3.02224 -0.37755
H -2.42681 -1.23008 1.43003
H -3.39234 -0.28212 5.42113
H -0.46720 -6.80273 -2.39488
*
```

Properties
- E_LUMO (spin up / spin down) (eV) = -0.3 / -1.7
- electronic energy (hartree) = -2682.71840
- ΔE to the lowest compared entry with this formula, charge and spin (kJ/mol) = 23.1
- HOMO-LUMO gap (spin up / spin down) (eV) = 6.96 / 5.76

(2)
The following is a DFT calculation (ωB97M-V/def2-TZVPD) of C29H25N8SSn as an isolated structure.

ORCA input file:
```
! RIJCOSX wB97M-V def2-TZVPD def2/J DEFGRID3
* xyz 1 1
Sn -0.05114 -0.29317 0.31183
S -2.15928 -1.38726 2.25707
N 2.54662 -1.35410 1.84509
N -0.95136 1.40899 2.58213
N -1.49281 0.78193 3.70482
N 0.78988 1.89536 -0.39471
N -1.72146 0.98528 -0.57043
N -2.83169 -0.76508 4.70347
N 2.34613 -1.07058 -0.91565
N -1.16028 -1.43860 -1.53918
C 1.45569 4.56410 -0.65814
C 2.04836 2.26963 -0.47527
C -2.97817 -2.99556 -2.92108
C 4.30469 -3.14404 2.99972
C -0.94725 5.14377 -0.55168
C -5.07747 -0.16480 -1.80682
C -2.43914 -1.00350 -1.65659
C 4.40511 -1.90967 -2.56108
C 3.33272 -1.21696 -3.09191
C 0.09712 4.19595 -0.55781
C -4.74833 -1.35652 -2.38373
C -0.20403 2.81281 -0.47310
C 2.43249 3.60536 -0.64377
C -1.66515 -3.37417 -2.83702
C 4.44152 -2.16225 -1.20160
C 3.39514 -1.73172 -0.38526
C -3.40743 -1.79152 -2.32569
C -1.57071 2.34305 -0.50562
C -2.23759 4.69885 -0.50309
C 4.32415 -2.91222 1.63473
C -0.78902 -2.56705 -2.10365
C -4.11384 0.64789 -1.18407
C 3.37565 -2.47887 3.78106
C -2.55057 3.32944 -0.49585
C -2.77964 0.28475 -1.10431
C 3.42230 -2.00500 1.08083
C 2.33324 -0.81738 -2.22320
C -2.15798 -0.40004 3.59965
C 2.51486 -1.59695 3.14826
H -0.70893 6.19836 -0.59172
H -3.70304 -3.60572 -3.44547
H 3.47761 3.85777 -0.75179
H 5.29069 -2.67672 -0.77775
H 5.02335 -3.45420 1.01517
H -3.04930 5.41444 -0.47566
H -4.46681 1.56551 -0.74946
H -2.91294 -0.19020 5.52559
H -5.48598 -1.97464 -2.87796
H 1.46781 -0.26575 -2.57836
H 1.75891 -1.05528 3.70991
H -3.31387 -1.64545 4.68461
H 3.26943 -0.99673 -4.14797
H 1.70594 5.61321 -0.75734
H -6.10561 0.17285 -1.82397
H -1.59430 2.09787 2.19844
H 4.99904 -3.84221 3.44721
H 3.30939 -2.65326 4.84561
H 2.78848 1.48163 -0.39403
H -1.30563 -4.27873 -3.30623
H 0.24746 -2.85693 -1.96541
H 5.21117 -2.25277 -3.19572
H -3.59317 3.07031 -0.48601
H -0.08812 1.86988 2.84015
H -1.75290 1.37659 4.47983
*
```

Properties
- E_LUMO (eV) = -2.4
- electronic energy (hartree) = -2170.52036
- ΔE to the lowest compared entry with this formula, charge and spin (kJ/mol) = 29.4
- HOMO-LUMO gap (eV) = 6.91

(3)
The following is a DFT calculation (ωB97M-V/def2-TZVPD) of C29H26AsNO6PPdS2 as an isolated structure.

ORCA input file:
```
! RIJCOSX wB97M-V def2-TZVPD def2/J DEFGRID3
* xyz -1 3
Pd -0.90791 -0.83475 0.35045
As -3.97458 -2.15095 -0.86296
S -2.37230 1.67079 -0.06784
S -0.30936 -2.56846 2.02726
P 0.87956 0.73080 1.31873
O -4.99211 -1.46685 0.41986
O -3.82466 1.00693 -0.69623
O -2.40399 -2.31177 -0.29610
O -4.72221 -3.50212 -1.42235
O -1.36655 1.10380 -1.01383
O -2.25015 0.91371 1.20895
N 0.63972 -2.00477 -0.77535
C 1.50465 2.79301 4.86290
C 2.60051 0.10993 1.15757
C 1.17726 1.84488 5.82077
C -3.97925 -0.80220 -2.24059
C 3.38327 -4.14451 1.50005
C -4.03232 -1.25614 -3.55574
C -3.92835 -0.36436 -4.61311
C -0.20012 -1.05752 -2.83678
C -3.74924 1.45597 -3.04699
C 0.13901 3.39642 0.80041
C 0.73898 0.59307 5.41594
C 0.95170 1.23660 3.09373
C 1.80149 2.50136 -0.66845
C 0.62152 0.29221 4.06615
C 1.54792 -2.70676 -0.02807
C -3.78382 0.99379 -4.35145
C 2.77999 -3.11611 -0.57675
C 1.39593 2.49104 3.51244
C 1.21420 -3.02773 1.32860
C 0.98352 2.34443 0.45064
C 0.86776 -1.74336 -2.04071
C 3.03531 -2.77145 -1.92411
C 2.09556 -2.11141 -2.64905
C 3.70859 -3.83598 0.20888
C -3.83945 0.55663 -1.99029
C 2.15045 -3.74845 2.04938
C 0.12594 4.57499 0.07158
C 1.78741 3.67941 -1.40336
C 0.95146 4.72234 -1.03413
H 1.84767 3.77552 5.16376
H -3.70229 1.69909 -5.16998
H 3.98294 -3.05493 -2.36944
H 2.80290 -0.23773 0.14610
H 2.44976 1.69725 -0.98635
H 0.47631 -0.15641 6.15226
H 4.08020 -4.70265 2.11390
H -4.16358 -2.31817 -3.72665
H 1.91113 -4.00432 3.07416
H -5.53738 -2.21540 0.69114
H 1.26079 2.08188 6.87432
H -0.52471 3.28902 1.65247
H -0.54415 5.37461 0.36158
H 0.93536 5.63981 -1.60900
H 2.42904 3.77830 -2.27020
H -3.96618 -0.72205 -5.63448
H -3.63643 2.51103 -2.83175
H -0.11362 -1.31996 -3.89141
H 4.65414 -4.13553 -0.22656
H 0.27027 -0.68512 3.75846
H 2.26117 -1.85820 -3.68826
H 1.66983 3.24570 2.78676
H -1.18376 -1.34753 -2.46827
H 3.31036 0.89071 1.43370
H -0.13005 0.02792 -2.73753
H 2.71494 -0.73927 1.83123
*
```

Properties
- E_LUMO (spin up / spin down) (eV) = 2.4 / 2.4
- electronic energy (hartree) = -5128.40578
- ΔE to the lowest compared entry with this formula, charge and spin (kJ/mol) = 55.0
- HOMO-LUMO gap (spin up / spin down) (eV) = 6.80 / 6.98

(4)
The following is a DFT calculation (ωB97M-V/def2-TZVPD) of C29H26BF7IN3O3SV as an isolated structure in a non-equilibrium geometry.

ORCA input file:
```
! RIJCOSX wB97M-V def2-TZVPD def2/J DEFGRID3
* xyz -2 4
I -10.33165 18.15435 3.62220
V -18.10651 10.25476 9.04988
S -18.10518 8.83554 7.07858
F -14.62100 9.18845 8.83124
F -20.16349 3.76827 9.46348
F -21.81999 5.58986 8.33529
F -16.59440 6.69829 8.61786
F -20.88371 7.73908 7.07340
F -17.43720 4.32951 9.51416
F -14.33071 9.20806 6.56928
O -16.29552 11.40941 9.56201
O -18.46368 9.24660 10.56295
O -15.18439 11.10782 7.33690
N -18.34094 15.54213 7.64656
N -18.89460 12.02186 8.13804
N -20.37198 14.49886 7.24669
C -17.68416 7.27680 11.40913
C -14.27318 15.88422 9.17308
C -15.16292 6.63739 11.56727
C -14.47246 13.76277 7.70439
C -14.26222 15.08727 7.89857
C -19.18196 14.46512 7.79078
C -20.81408 10.06888 12.28603
C -20.46650 5.79442 8.29727
C -16.00670 8.84846 12.42493
C -19.96428 6.97408 7.77809
C -17.90681 6.06732 12.08814
C -18.68739 7.35660 7.84272
C -14.88465 12.96351 8.91222
C -21.40047 9.10291 9.94440
C -17.89214 6.45192 8.49160
C -20.29976 6.36775 11.96443
C -16.22502 7.87384 11.24477
C -14.83235 14.99903 10.21815
C -18.29880 5.18529 8.93288
C -15.49961 11.73573 8.59322
C -18.76236 8.12384 11.16200
C -19.23843 5.57103 12.26454
C -20.68746 13.22994 7.00047
C -18.47261 13.24575 8.14333
C -20.04973 7.74219 11.57194
C -19.67792 4.91693 8.94561
C -19.98830 11.92730 7.39828
C -15.21146 13.65204 10.01576
C -21.15306 8.81263 11.44544
B -14.93006 9.74324 7.68203
H -14.99494 15.39537 11.24518
H -15.01424 6.55660 12.60106
H -15.90370 8.25142 10.28622
H -19.96897 9.94679 12.98574
H -16.21035 13.16674 10.49903
H -17.31501 13.46501 8.43880
H -15.15496 9.55167 12.11055
H -21.50722 10.35066 12.79251
H -14.38453 15.62676 6.94011
H -21.30649 6.12139 12.15082
H -20.44353 10.85840 11.66002
H -17.23942 15.72499 7.78750
H -20.37904 10.81005 7.13030
H -14.27909 6.95312 11.00840
H -20.44624 9.24795 9.39148
H -15.89632 8.64793 13.39908
H -22.06912 10.01692 9.99750
H -16.68541 9.49208 12.93017
H -21.99249 8.54359 12.01877
H -15.11342 5.46521 11.32303
H -21.67982 12.84638 6.81711
H -18.75418 16.18317 6.99630
H -19.22296 4.55004 12.67296
H -15.09474 13.17500 6.84751
H -21.88253 8.15754 9.50633
H -17.10235 5.39030 12.32715
*
```

Properties
- E_LUMO (spin up / spin down) (eV) = 3.1 / 2.9
- electronic energy (hartree) = -3874.34129
- ΔE to the lowest compared entry with this formula, charge and spin (kJ/mol) = 696.4
- HOMO-LUMO gap (spin up / spin down) (eV) = 4.87 / 4.69

(5)
The following is a DFT calculation (ωB97M-V/def2-TZVPD) of C29H26BrCl2CrN3O8Si as an isolated structure in a non-equilibrium geometry.

ORCA input file:
```
! RIJCOSX wB97M-V def2-TZVPD def2/J DEFGRID3
* xyz -1 2
Br 4.09823 0.14618 5.14109
Cr 0.00548 -0.06334 -0.21162
Cl -1.59696 -0.36347 -2.22383
Cl -3.58142 -2.30390 -3.19378
Si -2.16483 2.37133 0.81112
O 0.83405 1.39353 -1.15923
O 1.92877 4.50366 -1.10366
O -0.83901 -1.77925 0.59936
O 5.73044 0.88472 -5.00948
O 5.40530 3.02186 -4.99899
O 1.17639 -1.25261 -1.28289
O 0.67096 4.27922 -2.83976
O 2.75160 -2.04798 -2.60548
N 5.11990 1.88083 -4.63737
N 1.56494 3.91900 -2.10143
N -1.64432 0.70979 0.77292
C -2.43409 -2.53963 2.28619
C -3.92102 -0.91352 3.20918
C 1.29537 -4.72970 0.40951
C 3.61982 0.46243 -3.31263
C -3.46130 -2.21788 3.15990
C 3.33428 2.85279 -3.32844
C 1.82723 1.44477 -1.96909
C -2.30206 -0.20445 1.53268
C -1.89093 -1.55962 1.47982
C 2.59306 -0.25766 1.29085
C -0.43964 -3.08271 0.36768
C 2.27449 2.71204 -2.47491
C -3.35809 0.06488 2.41997
C 0.87088 -3.43708 0.65953
C -1.32070 -4.01041 -0.17701
C 2.15032 -1.11053 -2.09758
C -1.13299 3.41466 -0.37327
C 3.44938 -0.23711 2.38031
C 1.23964 0.05296 1.39564
C 0.41588 -5.66770 -0.10430
C -1.95209 3.14706 2.55558
C 0.77997 0.39733 2.66462
C -4.00236 2.53041 0.25119
C 2.94360 0.11983 3.61427
C 1.61190 0.44880 3.77058
C -2.71862 -0.80771 -3.54880
C 4.03444 1.71988 -3.75497
C 2.55020 0.30978 -2.45607
C -0.88766 -5.30539 -0.39810
H 4.12944 -0.42723 -3.65386
H -2.14212 -0.96027 -4.45974
H 1.53884 -2.69011 1.06331
H -2.33113 -3.71395 -0.42441
H 3.65350 3.82069 -3.68655
H -2.05269 -3.55054 2.24606
H -4.28372 3.57593 0.16099
H -0.26089 0.64494 2.80894
H -4.16162 2.06381 -0.71775
H -1.50112 4.43349 -0.41002
H -3.88865 -2.97845 3.79156
H -4.71950 -0.64884 3.88739
H 4.49110 -0.49699 2.26161
H -1.14670 3.02454 -1.38493
H 1.22953 0.73994 4.73905
H 3.00575 -0.53678 0.33135
H -0.10392 3.44798 -0.03691
H -3.72577 1.06968 2.50629
H 0.74643 -6.68032 -0.28094
H -2.60879 2.71281 3.30320
H -2.15095 4.21470 2.52952
H -4.69887 2.07016 0.94516
H -1.57704 -6.03144 -0.80097
H -3.45426 -0.01314 -3.65854
H -0.93152 3.01605 2.90543
H 2.31620 -5.00275 0.62549
*
```

Properties
- E_LUMO (spin up / spin down) (eV) = 1.9 / 2.0
- electronic energy (hartree) = -6715.21623
- ΔE to the lowest compared entry with this formula, charge and spin (kJ/mol) = 36.5
- HOMO-LUMO gap (spin up / spin down) (eV) = 7.24 / 7.34

(6)
The following is a DFT calculation (ωB97M-V/def2-TZVPD) of C29H26BrIrN3O2S4 as an isolated structure in a non-equilibrium geometry.

ORCA input file:
```
! RIJCOSX wB97M-V def2-TZVPD def2/J DEFGRID3
* xyz -1 1
Ir -0.34821 0.83493 0.72894
Br -1.20297 6.86096 3.66368
S -3.78555 -1.67372 -2.56188
S -0.32475 -1.49611 -0.34650
S -1.74660 -0.29379 2.14783
S -1.38203 1.82707 -1.11486
O -4.02526 -0.68553 -3.57915
O -4.92317 -2.30838 -1.95655
N 1.48904 1.12211 -0.67243
N -2.77204 -1.09817 -1.40700
N 1.23473 0.32485 2.17302
C 0.07164 0.22692 -4.54119
C 2.49336 0.10133 1.38421
C -0.32359 1.10017 -2.31625
C -1.52728 -2.82902 -2.44171
C -0.46517 -3.66938 -2.72198
C -1.64145 -1.73909 -1.39589
C 0.83235 -0.80739 3.01196
C -0.09519 3.80696 1.08286
C -1.61175 4.05082 3.37144
C -0.60436 -4.58257 -3.76088
C 1.40178 -0.03480 -4.22701
C -0.65984 2.63790 1.61102
C 1.01080 0.82083 -2.01484
C -0.91041 -2.13194 3.96911
C -0.77619 0.79152 -3.59908
C 2.15951 2.42189 -0.66623
C 0.01300 -2.80116 4.74480
C -2.68128 -2.90079 -3.18715
C 2.33127 0.05265 -0.12032
C -0.99534 5.16165 2.82888
C 1.36571 -2.46931 4.67421
C 1.86749 0.27604 -2.95684
C -0.52395 -1.11221 3.08533
C -1.78040 -4.64565 -4.50685
C 1.51816 1.45168 3.10738
C 1.76133 -1.46120 3.81270
C -0.24212 5.05673 1.67674
C -2.84226 -3.79428 -4.22677
C -1.44482 2.80925 2.76100
H 2.80822 -1.18286 3.76951
H 0.44504 -3.60057 -2.14088
H 1.88626 -0.89178 -0.42693
H 0.21323 -5.25146 -3.99851
H 2.40011 2.72070 0.35422
H 2.06461 -0.49078 -4.95078
H 2.39437 1.20521 3.71519
H 3.34840 0.07917 -0.54213
H 2.09717 -2.98344 5.28346
H -0.31937 -0.03222 -5.51727
H 3.08229 2.38537 -1.26055
H -1.86535 -5.36233 -5.31407
H -1.96098 -2.39013 4.02297
H 3.17431 0.91119 1.65155
H -2.21981 4.14338 4.26227
H -1.82245 0.94996 -3.82748
H -3.75920 -3.82669 -4.80033
H 0.45245 3.75885 0.16514
H 0.65627 1.60204 3.75177
H 1.69212 2.36387 2.54722
H 0.21347 5.93532 1.23708
H 2.89738 0.06572 -2.69372
H 1.49024 3.15479 -1.10425
H -1.93508 1.95573 3.20881
H -0.31818 -3.58869 5.41026
H 2.97033 -0.83215 1.68371
*
```

Properties
- E_LUMO (eV) = 2.2
- electronic energy (hartree) = -5706.65658
- ΔE to the lowest compared entry with this formula, charge and spin (kJ/mol) = 125.3
- HOMO-LUMO gap (eV) = 6.46